[1]
# C58H48N2NiO3P2

A molecular structure, C58H48N2NiO3P2 (ωB97M-V/def2-TZVPD, the Open Molecules 2025 dataset).

## Properties
* ⟨S²⟩: 2.043
* HOMO-LUMO gap (spin up / spin down): 5.3 / 5.5 eV

The geometry in ORCA input format:
```
! wB97M-V def2-TZVPD RIJCOSX def2/J DEFGRID3
* xyz 0 3
Ni -0.87783 -0.06973 -0.06457
O 1.29475 0.63363 -0.42203
C 1.39940 1.55074 -1.54879
C 0.08949 1.68945 -2.35030
C -1.09306 2.32663 -1.66780
C -1.37523 3.67198 -1.85213
C -2.52048 4.20449 -1.28439
C -3.36638 3.37262 -0.57504
C -3.03616 2.03406 -0.41311
C -3.96486 1.10494 0.33111
C -3.48385 0.76266 1.75963
O -2.14929 0.27450 1.56230
C -3.39956 2.07928 2.51553
C -2.23487 2.83553 2.51825
C -2.20763 4.09606 3.09839
C -3.35143 4.62170 3.67944
C -4.52292 3.87598 3.67208
C -4.54689 2.61706 3.09265
C -4.27523 -0.31710 2.45334
C -4.80952 -1.46022 1.67548
C -5.52018 -2.44037 2.51011
C -5.40007 -2.47514 3.86406
C -4.67645 -1.47784 4.54742
C -4.15404 -0.40136 3.81324
N -1.90010 1.53583 -0.94377
C 2.54460 1.06471 -2.43453
C 2.32443 0.30231 -3.57858
C 3.39049 -0.17990 -4.32508
C 4.69265 0.08628 -3.93397
C 4.92222 0.84932 -2.79825
C 3.85596 1.34109 -2.06341
C 1.71976 2.89718 -0.91030
C 2.10535 3.94354 -1.74583
C 2.36479 5.20325 -1.23461
C 2.24384 5.43711 0.12945
C 1.86882 4.40071 0.96690
C 1.61036 3.13376 0.45465
H 0.33702 2.29932 -3.22187
H -0.21122 0.70667 -2.70946
H -0.69871 4.27881 -2.43662
H -2.75909 5.25198 -1.41043
H -4.27759 3.74327 -0.12711
H -4.94893 1.57830 0.40311
H -4.07937 0.19594 -0.25067
H -1.34681 2.44112 2.04815
H -1.28972 4.66983 3.08537
H -3.33151 5.60298 4.13350
H -5.42125 4.27393 4.12567
H -5.45874 2.03270 3.10504
H -5.42868 -1.16001 0.82236
H -6.05754 -3.22930 2.00032
H -5.87260 -3.27221 4.42331
H -4.55856 -1.51289 5.62065
H -3.63545 0.38774 4.34775
H 1.32156 0.05828 -3.89055
H 3.19808 -0.77469 -5.20798
H 5.52301 -0.29460 -4.51186
H 5.93484 1.06942 -2.48922
H 4.04704 1.95678 -1.19145
H 2.22248 3.76639 -2.80876
H 2.66955 6.00184 -1.89694
H 2.45324 6.41755 0.53424
H 1.78322 4.56769 2.03260
H 1.33313 2.33394 1.12263
N 0.76272 -2.91950 1.35450
P -1.28168 -1.18861 1.82126
C -0.64676 -0.80990 3.47379
C 0.00536 0.40359 3.65420
C 0.39762 0.81717 4.91637
C 0.16164 -0.00377 6.01020
C -0.48079 -1.22149 5.83683
C -0.90198 -1.61909 4.57566
C -2.38876 -2.49497 1.77124
C -3.54564 -2.28004 0.87198
C -4.02262 -3.55136 0.27405
C -3.74505 -4.74286 0.83551
C -2.84848 -4.87815 1.94873
C -2.14745 -3.76737 2.33026
P 1.74079 -1.97197 0.58345
C 2.94907 -2.71287 -0.53728
C 3.93572 -3.49993 0.06256
C 4.90973 -4.10839 -0.70735
C 4.91376 -3.93283 -2.08625
C 3.93829 -3.15560 -2.68708
C 2.95395 -2.54975 -1.91678
C 2.74078 -1.08068 1.77696
C 2.74064 -1.51741 3.09694
C 3.59006 -0.92012 4.01998
C 4.43030 0.10845 3.63006
C 4.44487 0.53619 2.30627
C 3.61262 -0.06784 1.38096
H 0.33967 -3.64979 0.79178
H 0.20944 1.03219 2.79777
H 0.89665 1.76807 5.04253
H 0.46953 0.30854 6.99953
H -0.68096 -1.85554 6.69098
H -1.46700 -2.53088 4.45475
H -3.30887 -1.57799 0.07170
H -4.65224 -3.49825 -0.60665
H -4.16036 -5.63918 0.38765
H -2.63173 -5.84657 2.37264
H -1.33004 -3.88984 3.03227
H 3.94418 -3.63144 1.13860
H 5.66649 -4.71811 -0.23307
H 5.67773 -4.40590 -2.68862
H 3.93549 -3.02116 -3.76042
H 2.19152 -1.95599 -2.39981
H 2.07530 -2.31744 3.38898
H 3.57825 -1.25741 5.04775
H 5.08668 0.57210 4.35540
H 5.11439 1.32713 1.99471
H 3.64908 0.23834 0.34513
O 0.30367 -1.10579 -1.55755
C 0.88096 -0.70828 -0.52270
*
```

---

[2]
# C58H49Cl16IN4

9 unconnected molecules or ions with the total composition C58H49Cl16IN4 (ωB97M-V/def2-TZVPD, the Open Molecules 2025 dataset).

## Properties
* HOMO-LUMO gap: 7.9 eV
* structure (SMILES): CC[C@H](I)c1nnc(CCC(C)C)nn1.Clc1ccccc1Cl.Clc1ccccc1Cl.Clc1ccccc1Cl.Clc1ccccc1Cl.Clc1ccccc1Cl.Clc1ccccc1Cl.Clc1ccccc1Cl.Clc1ccccc1Cl

The geometry in ORCA input format:
```
! wB97M-V def2-TZVPD RIJCOSX def2/J DEFGRID3
* xyz 0 1
C 4.03888 -1.56300 -1.04351
C 3.56861 -2.06423 0.36729
C 3.36097 -0.92441 1.44395
I 1.23743 -0.48156 1.61667
C 4.18124 0.39279 1.10213
N 5.52410 0.20294 1.00590
N 6.21290 1.27187 0.67957
C 5.47205 2.39785 0.49068
C 6.29810 3.66727 0.04670
C 5.41708 4.78094 -0.60872
C 4.74359 4.39235 -1.99118
C 5.32760 3.10951 -2.68535
C 3.15626 4.32868 -1.85441
N 4.13402 2.59663 0.62764
N 3.44516 1.52588 0.95420
H 5.14076 -1.34557 -0.97586
H 3.95361 -2.36435 -1.82549
H 3.54150 -0.63045 -1.39846
H 4.24879 -2.85988 0.76445
H 2.57242 -2.56648 0.23001
H 3.79817 -1.28007 2.41149
H 6.77810 4.02859 0.99972
H 7.15148 3.34596 -0.60113
H 4.62761 5.17967 0.08236
H 6.09241 5.65962 -0.80907
H 4.93481 5.25664 -2.68632
H 4.82366 2.22059 -2.20662
H 6.43240 2.95413 -2.55360
H 5.12288 3.05139 -3.78401
H 2.72882 3.37487 -2.25511
H 2.83152 4.40653 -0.78355
H 2.67687 5.18872 -2.39397
Cl -4.40217 -2.46598 -0.30947
C -3.91618 -2.20470 1.32707
C -2.75151 -1.48029 1.55679
C -2.32354 -1.23897 2.85542
C -3.06019 -1.72080 3.93006
C -4.22153 -2.44691 3.70366
C -4.65125 -2.69166 2.40334
Cl -6.10048 -3.60732 2.18627
H -2.17398 -1.10119 0.72268
H -1.41501 -0.67419 3.02988
H -2.73004 -1.53143 4.94405
H -4.79149 -2.82231 4.54461
Cl 12.81151 2.71334 -3.08541
C 11.81338 2.17335 -1.78307
C 12.43545 1.75133 -0.61274
C 11.67564 1.31461 0.46426
C 10.28920 1.29928 0.37460
C 9.66628 1.71690 -0.79313
C 10.42521 2.15360 -1.87456
Cl 9.59164 2.65512 -3.30295
H 13.51541 1.76238 -0.53719
H 12.16490 0.98653 1.37322
H 9.69297 0.96161 1.21364
H 8.58569 1.69971 -0.85755
Cl 2.78796 7.75980 -0.43770
C 1.77982 7.21008 0.85204
C 2.39222 6.78919 2.02777
C 1.62387 6.34409 3.09482
C 0.23878 6.31950 2.98958
C -0.37463 6.73595 1.81584
C 0.39331 7.18033 0.74487
Cl -0.42625 7.67973 -0.69183
H 3.47141 6.80770 2.11526
H 2.10526 6.01698 4.00826
H -0.36343 5.97563 3.82150
H -1.45423 6.71294 1.73812
Cl -3.03539 -9.01475 6.40341
C -4.16835 -8.05714 5.51668
C -5.51928 -8.36348 5.63808
C -6.46837 -7.61955 4.95035
C -6.06875 -6.56474 4.13871
C -4.72011 -6.25943 4.01324
C -3.76762 -7.00449 4.69989
Cl -2.10468 -6.57888 4.49830
H -5.83596 -9.18356 6.27011
H -7.51950 -7.86205 5.04784
H -6.80697 -5.98116 3.60401
H -4.41409 -5.43834 3.37817
Cl -3.58257 -10.44167 2.56154
C -1.88941 -10.77607 2.64421
C -1.14026 -10.11555 3.61101
C 0.22257 -10.35457 3.72266
C 0.84098 -11.25783 2.86662
C 0.09538 -11.91649 1.89806
C -1.26987 -11.67642 1.78356
Cl -2.14444 -12.52174 0.55521
H -1.61955 -9.41283 4.28024
H 0.80192 -9.83694 4.47760
H 1.90363 -11.44895 2.95328
H 0.58194 -12.61803 1.23216
Cl -1.81721 10.36891 -6.69211
C -2.83960 9.82071 -5.41207
C -2.24016 9.39788 -4.23056
C -3.02049 8.95506 -3.17116
C -4.40459 8.93466 -3.28957
C -5.00536 9.35310 -4.46904
C -4.22542 9.79516 -5.53239
Cl -5.03136 10.29785 -6.97585
H -1.16192 9.41309 -4.13228
H -2.54877 8.62662 -2.25345
H -5.01583 8.59270 -2.46345
H -6.08448 9.33386 -4.55732
Cl -9.98264 15.06022 -5.49404
C -8.49202 14.66086 -6.27115
C -8.04143 15.49355 -7.29010
C -6.84605 15.21793 -7.94023
C -6.09598 14.10767 -7.57199
C -6.54510 13.27334 -6.55758
C -7.74317 13.54641 -5.90635
Cl -8.25166 12.46706 -4.65619
H -8.62151 16.36060 -7.57974
H -6.49947 15.86919 -8.73341
H -5.16119 13.89143 -8.07523
H -5.95737 12.40749 -6.27584
Cl -5.34556 -19.08768 2.85532
C -4.51401 -17.75794 2.13036
C -4.12861 -17.87445 0.79901
C -3.46373 -16.83011 0.17061
C -3.18282 -15.66399 0.87244
C -3.56358 -15.54676 2.20171
C -4.22806 -16.59223 2.83443
Cl -4.67094 -16.38892 4.49191
H -4.34644 -18.78040 0.24754
H -3.16519 -16.92547 -0.86633
H -2.66680 -14.84407 0.38659
H -3.34048 -14.63601 2.74417
*
```

---

[3]
# C58H52N2O3P2ReSSi

A molecular structure, C58H52N2O3P2ReSSi (ωB97M-V/def2-TZVPD, the Open Molecules 2025 dataset).

## Properties
* ⟨S²⟩: 0.806
* HOMO-LUMO gap (spin up / spin down): 6.2 / 6.6 eV

The geometry in ORCA input format:
```
! wB97M-V def2-TZVPD RIJCOSX def2/J DEFGRID3
* xyz 2 2
Re 0.00781 0.48216 -0.33172
C -3.36803 -0.82273 -2.80145
O -1.39566 0.06181 -1.86061
C -1.80469 -2.33416 -1.33983
C -2.69102 -3.41604 -1.32530
C -2.28884 -4.71325 -1.07528
C -0.95972 -4.97605 -0.77519
C -0.06943 -3.92825 -0.72760
C -0.47209 -2.62072 -1.00951
N 0.54907 -1.57371 -0.99970
N 1.68661 -2.00312 -1.18131
C 2.77061 -1.06216 -1.54098
C 2.50260 1.46191 -1.37994
O 1.15835 1.62979 -1.46245
C 3.47885 2.17286 -1.92420
C 4.81757 1.51067 -1.72877
C 5.08005 -0.95016 -0.88291
C 6.36565 -1.42818 -0.67527
C 6.65854 -2.73802 -1.03738
C 5.68228 -3.54893 -1.61229
C 4.39678 -3.06577 -1.82077
C 4.10984 -1.76994 -1.42842
H -5.06088 -1.32418 -3.93390
H -3.70905 0.20864 -2.78129
H -2.72857 -0.91931 -3.68073
H -3.74117 -3.22974 -1.46770
H -3.01940 -5.51488 -1.09436
H -0.62509 -5.98432 -0.56557
H 0.96488 -4.10076 -0.46596
H 3.34071 3.05184 -2.54653
H 5.56098 2.22718 -1.38094
H 7.13134 -0.79124 -0.24338
H 7.65448 -3.13145 -0.87410
H 5.92545 -4.56600 -1.89611
H 3.63927 -3.69322 -2.27876
C -0.31004 4.17395 0.18513
Si -0.16725 2.55035 1.09057
C 1.43342 2.67660 2.05840
C 1.69091 3.74232 2.92936
C 2.91033 3.85802 3.57713
C 3.90720 2.90910 3.36613
C 3.67088 1.83813 2.52362
C 2.44436 1.73345 1.85939
P 2.03609 0.26764 0.88822
C 2.40902 -1.09181 2.03172
C 2.90876 -2.33347 1.63351
C 3.13922 -3.32924 2.57404
C 2.87469 -3.09828 3.91491
C 2.37353 -1.86793 4.31933
C 2.13538 -0.87155 3.38573
C 3.01821 0.25135 -0.66166
C 4.54051 0.42776 -0.61026
C 5.34310 0.90175 -3.01865
C 4.66780 0.17130 -3.90525
C 3.24304 -0.22128 -3.93056
C 2.43208 -0.72500 -3.00119
C -1.68839 2.30742 2.14992
C -2.14699 3.33345 2.99031
C -3.24498 3.14808 3.81615
C -3.88945 1.91579 3.84104
C -3.44916 0.88845 3.02235
C -2.37744 1.09435 2.14753
P -1.82565 -0.24990 1.04125
C -1.80549 -1.65321 2.19695
C -1.09991 -1.47521 3.38776
C -1.06774 -2.48260 4.33716
C -1.73091 -3.68145 4.10321
C -2.42846 -3.86622 2.91954
C -2.47180 -2.85175 1.96967
C -3.08734 -0.60488 -0.24473
C -4.38207 -0.71324 0.07023
C -5.55351 -1.17351 -0.69523
C -5.64831 -1.62370 -1.94959
C -4.59954 -1.68547 -3.01017
C -2.43871 -0.94541 -1.58246
H 0.24658 4.92655 0.75223
H -1.35109 4.50047 0.10250
H 0.12375 4.11666 -0.81615
H 0.92305 4.48895 3.11807
H 3.08499 4.68184 4.25942
H 4.86137 2.99824 3.87099
H 4.42635 1.06858 2.41400
H 3.14699 -2.53471 0.60157
H 3.54578 -4.28293 2.25591
H 3.06864 -3.87271 4.64776
H 2.17814 -1.67835 5.36851
H 1.75633 0.08885 3.71565
H 4.88183 0.82290 0.34295
H 6.39262 1.08655 -3.22883
H 5.21226 -0.13997 -4.79290
H 2.78588 -0.10742 -4.91004
H 1.41090 -0.94546 -3.29590
H -1.62998 4.29036 3.00867
H -3.58786 3.95264 4.45650
H -4.73056 1.75305 4.50454
H -3.92475 -0.08486 3.09119
H -0.59440 -0.53481 3.57918
H -0.53443 -2.33115 5.26782
H -1.71370 -4.46533 4.85099
H -2.95256 -4.79706 2.73580
H -3.04379 -2.99558 1.06539
H -4.63207 -0.46346 1.09772
H -6.46725 -1.18957 -0.11157
H -6.62442 -1.98587 -2.26043
H -4.35208 -2.72776 -3.22950
H -1.74395 0.85972 -2.43652
O -2.23178 1.99668 -3.21512
S -2.24629 3.39135 -2.57106
C -2.99402 4.46220 -3.83756
C -4.39760 4.85441 -3.36017
C -4.88602 3.69693 -2.49664
C -3.73271 3.43146 -1.53544
H -3.00325 3.83622 -4.73063
H -2.33214 5.31117 -4.00041
H -5.05638 5.04987 -4.20427
H -4.34525 5.76531 -2.76226
H -5.05496 2.81172 -3.11535
H -5.81323 3.92550 -1.97220
H -3.77741 2.47969 -1.00112
H -3.60503 4.24442 -0.81349
*
```

---

| no. | largest force on an atom (eV/Å) |
| --- | --- |
| 1 | 0.87 |
| 2 | 2.66 |
| 3 | 2.60 |